[1]
The following is a quantum chemistry calculation of a cluster of 2 separate species, C9H7N3 in total at a distorted geometry, from the Open Molecules 2025 dataset.

Output
Gap between HOMO and LUMO, eV: 9.406
E_HOMO, eV: -8.9
SMILES string: C#CC#Cc1cc(C)[nH]n1.C#N
E_LUMO, eV: 0.48
Charge: 0

CARTESIAN COORDINATES (ANGSTROEM)
1 C -2.12758 2.22481 -3.44266
2 C -1.64427 1.65896 -2.48803
3 C -1.29642 1.04505 -1.30736
4 C -0.74983 0.44984 -0.39840
5 C 0.01810 -0.01786 0.67061
6 C 1.41049 0.25344 0.84286
7 C 1.78833 -0.57425 1.84469
8 C 3.12223 -0.77585 2.40420
9 N 0.66156 -1.07088 2.34843
10 N -0.35861 -0.75729 1.65376
11 H -2.57065 2.88735 -4.24310
12 H 2.03504 0.71495 0.19199
13 H 3.85007 -0.09841 2.08043
14 H 3.19887 -0.98844 3.53008
15 H 3.40096 -1.73254 1.88827
16 H 0.66663 -1.64553 3.19900
17 C -3.74078 -0.54458 -2.91909
18 N -4.46171 -0.76933 -3.77512
19 H -3.20242 -0.25944 -2.08056

=====

[2]
The following is a quantum chemistry calculation of a cluster of 4 separate species, C41H86N6O3 in total at a distorted geometry, from the Open Molecules 2025 dataset.

Output
Gap between HOMO and LUMO (alpha / beta), eV: 6.374 / 7.531
E_HOMO (alpha / beta), eV: -9.2 / -10.3
E_LUMO (alpha / beta), eV: -2.79 / -2.79
Charge: +1
2S+1: 4
⟨S²⟩: 3.76

CARTESIAN COORDINATES (ANGSTROEM)
1 C -0.60248 -3.74443 3.35195
2 C 0.88508 -3.92971 3.03979
3 C 1.49443 -2.85665 2.12755
4 C 0.64136 -2.36865 0.94442
5 C 0.02698 -3.46650 0.09508
6 C -1.26422 -3.08722 -0.63887
7 C -2.41330 -2.58272 0.26044
8 C -3.38260 -3.66666 0.76855
9 C -4.87452 -3.27818 0.81689
10 C -5.50384 -2.99472 2.19658
11 C -5.63428 -1.51611 2.55469
12 N -4.33301 -0.79447 2.63197
13 C -4.17290 0.47290 2.16343
14 N -4.56301 0.67646 0.85434
15 N -3.67678 1.45564 2.89912
16 C -3.36963 1.40851 4.33688
17 C -2.12238 0.60274 4.69938
18 H -0.90549 -2.70195 3.27041
19 H -0.84003 -4.09243 4.36544
20 H -1.23096 -4.32720 2.66760
21 H 1.46121 -3.96262 3.97285
22 H 1.02012 -4.91814 2.57994
23 H 1.71327 -1.97411 2.74977
24 H 2.47084 -3.20754 1.76448
25 H -0.10136 -1.65613 1.31690
26 H 1.31029 -1.78994 0.29065
27 H 0.76841 -3.73382 -0.67200
28 H -0.16581 -4.39077 0.65530
29 H -1.04461 -2.32228 -1.39772
30 H -1.60095 -3.97158 -1.19199
31 H -3.00900 -1.85005 -0.31477
32 H -1.99690 -2.03806 1.11373
33 H -3.08920 -3.96562 1.78404
34 H -3.26149 -4.56414 0.14997
35 H -5.06567 -2.43183 0.13891
36 H -5.44227 -4.11605 0.39520
37 H -6.51912 -3.40083 2.21071
38 H -4.93734 -3.50488 2.99045
39 H -6.10321 -1.38893 3.53750
40 H -6.23966 -1.00043 1.80686
41 H -3.81876 -0.98251 3.48195
42 H -4.74967 1.63869 0.61156
43 H -3.93337 0.25076 0.18647
44 H -3.50856 2.32890 2.42865
45 H -4.25972 1.04018 4.85487
46 H -3.22669 2.45458 4.62152
47 H -1.54547 0.35402 3.79855
48 H -1.48327 1.16200 5.38334
49 H -2.37226 -0.34867 5.17778
50 C 1.88071 -3.60014 10.75096
51 C 1.01300 -4.26950 9.67991
52 C 1.70018 -5.51710 9.11922
53 C 2.90462 -5.19475 8.23599
54 C 2.50766 -4.24997 7.10349
55 C 1.81721 -2.97393 7.59326
56 N 0.71092 -3.34349 8.53770
57 O -0.38000 -3.64562 7.92558
58 C 2.83554 -2.02006 8.23246
59 C 1.17424 -2.24381 6.42592
60 C -0.30718 -4.64006 10.34105
61 H 1.94941 -4.27414 11.60425
62 H 2.89604 -3.38767 10.43584
63 H 1.42356 -2.66977 11.08912
64 H 0.97001 -6.08375 8.53352
65 H 1.99473 -6.14975 9.95882
66 H 3.71163 -4.76160 8.83190
67 H 3.30302 -6.11750 7.81259
68 H 3.38144 -3.96013 6.51460
69 H 1.82704 -4.77810 6.42701
70 H 2.33048 -1.24120 8.80466
71 H 3.41071 -1.54115 7.44013
72 H 3.55096 -2.51524 8.88067
73 H 0.50017 -2.89416 5.87526
74 H 1.95358 -1.89734 5.74422
75 H 0.60950 -1.37587 6.77182
76 H -0.84144 -3.74759 10.66678
77 H -0.09165 -5.25329 11.21614
78 H -0.95369 -5.20105 9.67251
79 C 2.13230 0.15685 -6.76282
80 C 2.70746 0.77986 -5.48374
81 C 3.59706 -0.22212 -4.74334
82 C 2.81104 -1.35956 -4.09129
83 C 1.73956 -0.80232 -3.15718
84 C 0.81004 0.20636 -3.82591
85 N 1.61724 1.23999 -4.55362
86 O 2.04227 2.14718 -3.74183
87 C -0.17636 -0.51746 -4.75981
88 C -0.03511 0.91821 -2.78159
89 C 3.52087 1.99006 -5.92122
90 H 2.95490 -0.03619 -7.45112
91 H 1.62182 -0.78774 -6.61044
92 H 1.43991 0.84785 -7.24538
93 H 4.15962 0.31376 -3.97304
94 H 4.32590 -0.61730 -5.45373
95 H 2.36096 -1.99830 -4.85546
96 H 3.49058 -1.99818 -3.52494
97 H 1.13298 -1.60951 -2.73518
98 H 2.23904 -0.32118 -2.30873
99 H -0.67181 0.19275 -5.42236
100 H -0.93999 -1.00617 -4.15397
101 H 0.28270 -1.29264 -5.36573
102 H 0.56608 1.40076 -2.01472
103 H -0.67175 0.17678 -2.29327
104 H -0.67023 1.67997 -3.23550
105 H 2.88861 2.73964 -6.39462
106 H 4.25827 1.66026 -6.65358
107 H 4.05126 2.46526 -5.09977
108 C 2.09443 6.40523 -6.03512
109 C 0.85274 5.73671 -6.63971
110 C 1.14798 5.24618 -8.05875
111 C 1.27669 6.38491 -9.06849
112 C 0.03221 7.27176 -9.04683
113 C -0.31384 7.80662 -7.65376
114 N -0.32522 6.66189 -6.68116
115 O -1.44596 6.03086 -6.66888
116 C 0.67118 8.90758 -7.23713
117 C -1.70726 8.42031 -7.65423
118 C 0.50395 4.56856 -5.73231
119 H 2.86430 5.64336 -5.90838
120 H 2.52290 7.19008 -6.64809
121 H 1.86511 6.82186 -5.05380
122 H 0.33601 4.58260 -8.37308
123 H 2.06047 4.64512 -8.03222
124 H 2.17242 6.97695 -8.86415
125 H 1.40910 5.97142 -10.06942
126 H 0.15746 8.12655 -9.71547
127 H -0.82033 6.69719 -9.42140
128 H 0.59587 9.10875 -6.16810
129 H 0.41651 9.82193 -7.77217
130 H 1.70660 8.68455 -7.47537
131 H -2.45686 7.72423 -8.01861
132 H -1.69590 9.29434 -8.30595
133 H -1.99311 8.73692 -6.65117
134 H 0.21478 4.91869 -4.74085
135 H 1.37363 3.92678 -5.61615
136 H -0.31176 3.97002 -6.13185

=====

[3]
The following is a quantum chemistry calculation of a structure of composition C11H26O3Sb, from the Open Molecules 2025 dataset.

Output
Gap between HOMO and LUMO, eV: 7.373
E_HOMO, eV: -4.0
E_LUMO, eV: 3.34
Charge: -1

CARTESIAN COORDINATES (ANGSTROEM)
1 C -3.83932 1.22932 0.93863
2 C -2.68706 0.47977 0.28342
3 C -2.44837 0.93623 -1.15231
4 C -1.35796 0.13312 -1.89889
5 O -0.68556 -0.75855 -1.06395
6 Sb 1.37878 -0.76003 -0.98055
7 C 1.40018 -2.61799 -2.15336
8 C 0.36269 -3.67788 -1.78488
9 C 1.15090 -1.94856 0.94640
10 C 0.07580 -1.53653 1.83708
11 O -0.98593 -2.09679 1.99905
12 C 1.14700 1.14201 0.12718
13 O 2.43308 1.67291 0.42832
14 C 2.39986 2.89225 1.13479
15 C 2.22550 2.68764 2.63626
16 H -4.79743 0.95081 0.48497
17 H -3.72613 2.31445 0.82661
18 H -3.90206 1.00530 2.00729
19 H -2.88915 -0.59471 0.28452
20 H -1.77070 0.60587 0.86575
21 H -2.17908 2.00177 -1.13301
22 H -3.39449 0.86280 -1.70666
23 H -0.65678 0.84898 -2.36236
24 H -1.82108 -0.41493 -2.73944
25 H 1.46953 0.19832 -2.47070
26 H 3.12276 -0.71674 -0.76664
27 H 2.41921 -3.01537 -2.07756
28 H 1.25250 -2.27174 -3.18141
29 H -0.57447 -3.20903 -1.47182
30 H 0.70534 -4.31108 -0.96155
31 H 0.14347 -4.34712 -2.62703
32 H 1.02547 -3.00299 0.69771
33 H 2.12066 -1.77522 1.42470
34 H 0.25396 -0.58650 2.38484
35 H 0.55002 1.00556 1.03774
36 H 0.60411 1.83977 -0.53228
37 H 1.59019 3.52975 0.74505
38 H 3.34667 3.40447 0.92847
39 H 1.39521 2.00505 2.83236
40 H 2.01206 3.63700 3.13915
41 H 3.13064 2.25864 3.07414

=====

[4]
The following is a quantum chemistry calculation of a cluster of 17 separate species, C8H30B2O31 in total at a distorted geometry, from the Open Molecules 2025 dataset.

Output
Gap between HOMO and LUMO (alpha / beta), eV: 2.413 / 6.493
E_HOMO (alpha / beta), eV: 2.9 / -1.2
E_LUMO (alpha / beta), eV: 5.30 / 5.30
Charge: -3
2S+1: 2
⟨S²⟩: 0.75

CARTESIAN COORDINATES (ANGSTROEM)
1 O -4.20037 0.90337 0.46217
2 C -3.92832 0.56363 -0.63874
3 O -3.26676 1.30488 -1.53088
4 B -2.98043 0.44835 -2.73807
5 O -3.76475 -0.79136 -2.56473
6 C -4.29459 -0.80486 -1.32472
7 O -4.98962 -1.69692 -0.80158
8 O -1.51962 0.22946 -2.89592
9 C -1.08407 0.93863 -3.85262
10 O 0.08500 1.02780 -4.18626
11 C -2.30940 1.46155 -4.69821
12 O -3.36153 1.17548 -4.01668
13 O -2.24281 2.10630 -5.78134
14 O 3.03780 1.63221 -1.01275
15 C 1.96637 1.29467 -0.55417
16 O 1.50021 0.05952 -0.27087
17 B 0.16338 0.07337 0.34941
18 O -0.17414 1.50748 0.19621
19 C 0.76822 2.21095 -0.25928
20 O 0.63877 3.40640 -0.49916
21 O -0.75000 -0.77651 -0.42858
22 C -1.18020 -1.74030 0.31101
23 O -1.90284 -2.66049 -0.03141
24 C -0.52772 -1.56342 1.69128
25 O 0.17505 -0.41713 1.73647
26 O -0.89262 -2.24113 2.69099
27 O -1.60790 3.99305 -2.33456
28 H -0.98178 3.33543 -2.03167
29 H -1.25062 4.82525 -2.02466
30 O 0.40518 -0.59664 4.63787
31 H -0.11325 -0.91723 3.89985
32 H 0.00964 0.24598 4.86094
33 O 0.08978 -5.02750 2.35435
34 H -0.72454 -5.34896 2.74138
35 H 0.18628 -5.53076 1.54587
36 O 1.51442 -3.63162 4.38756
37 H 0.69375 -3.17004 4.55988
38 H 1.40579 -3.99419 3.50838
39 O -3.01643 -4.47186 1.92970
40 H -3.59979 -3.88840 2.41498
41 H -2.26921 -3.92215 1.69364
42 O 0.51366 -1.82614 -3.42598
43 H 0.05042 -1.65673 -2.60566
44 H 0.89995 -0.98275 -3.66203
45 O 4.32997 -1.05171 -1.63561
46 H 5.23302 -0.85257 -1.38847
47 H 3.79648 -0.57684 -0.99835
48 O -1.44976 -4.79106 -1.89925
49 H -1.13624 -4.51410 -2.76020
50 H -1.71563 -3.97893 -1.46800
51 O -4.56896 -4.62737 -0.38849
52 H -4.27728 -4.56958 0.52135
53 H -4.22803 -3.83358 -0.80068
54 O 3.82886 3.69963 1.09208
55 H 3.72630 3.35495 0.20500
56 H 4.16192 4.58828 0.96723
57 O -1.04402 2.79373 2.87872
58 H -0.11901 2.99856 3.01518
59 H -1.21725 3.05680 1.97483
60 O 5.87286 2.36625 -1.06059
61 H 5.36713 2.12628 -1.83705
62 H 6.14548 3.26959 -1.22148
63 O 3.12628 -0.65385 3.72316
64 H 3.22606 0.28911 3.85397
65 H 2.18215 -0.80415 3.77062
66 O 2.29414 5.32260 -1.84923
67 H 2.29257 4.68129 -2.55984
68 H 1.70365 4.95413 -1.19212
69 O 1.40395 3.88861 2.56437
70 H 2.18958 3.49842 2.94748
71 H 1.70543 4.27887 1.74398

=====

| no. | E_tot (eV) |
| --- | --- |
| 1 | -13911.17006 |
| 2 | -58985.57114 |
| 3 | -24505.94704 |
| 4 | -73620.78466 |